Run i
Computed, not measured: CH3O4P in the gas phase, with wB97M-V/def2-TZVPD.

The geometry in ORCA input format:
```
! RIJCOSX wB97M-V def2-TZVPD def2/J DEFGRID3
* xyz 0 1
C -0.16 -0.07 -0.04
O -2.12 1.82 0.72
O -2.45 -1.81 0.15
O -2.37 0.37 -1.41
O -2.10 -0.89 0.87
P -1.91 0.61 -0.08
H 0.25 -0.17 0.91
H -0.14 -1.02 -0.76
H 0.40 0.65 -0.44
*
```

* HOMO-LUMO gap (alpha / beta): 6.83 / 7.92 eV
* LUMO energy (alpha / beta): -4.456 / -3.449 eV


Run ii
Computed, not measured: a molecular structure, CH3O4P, with wB97M-V/def2-TZVPD.

The geometry in ORCA input format:
```
! RIJCOSX wB97M-V def2-TZVPD def2/J DEFGRID3
* xyz 0 1
C 0.22 1.22 -0.05
O -2.03 -0.48 0.03
O 0.95 -2.00 0.28
O -0.14 -1.30 -1.38
O 0.31 -1.24 1.10
P -0.63 -0.46 -0.23
H 0.99 0.86 0.63
H 0.76 1.59 -0.96
H -0.43 1.82 0.58
*
```

* HOMO-LUMO gap (alpha / beta): 8.87 / 7.85 eV
* LUMO energy (alpha / beta): -2.530 / -3.560 eV


Relative to the most stable structure, the computed energies are run i 0.394; run ii 0.000, all in eV.


Run i
Computed, not measured: 11 unconnected molecules or ions with the total composition C38H106N8O11, with wB97M-V/def2-TZVPD.

The geometry in ORCA input format:
```
! RIJCOSX wB97M-V def2-TZVPD def2/J DEFGRID3
* xyz 0 1
C -5.99 5.13 2.58
C -4.62 5.39 3.02
O -4.53 5.64 4.39
H -6.18 4.11 2.91
H -6.09 5.13 1.50
H -6.78 5.69 3.08
H -4.30 6.31 2.53
H -3.95 4.58 2.72
H -4.08 6.49 4.48
C -3.72 -3.45 4.77
C -2.39 -2.80 4.14
O -1.34 -3.74 3.78
H -4.41 -3.90 4.06
H -4.26 -2.67 5.31
H -3.39 -4.19 5.49
H -1.85 -2.22 4.89
H -2.60 -2.20 3.25
H -0.62 -3.35 3.27
C 4.08 -1.33 7.22
C 2.57 -1.15 7.12
O 2.07 -2.37 7.58
H 4.42 -1.48 8.24
H 4.49 -0.36 6.96
H 4.40 -2.23 6.69
H 2.13 -1.02 6.13
H 2.19 -0.36 7.77
H 2.24 -2.28 8.52
C 2.33 -7.39 0.63
C 1.85 -6.12 1.21
C 3.02 -5.08 1.47
O 2.49 -3.71 1.90
C 3.36 -2.65 1.61
N 1.11 -5.50 0.12
H 2.77 -7.33 -0.36
H 1.45 -8.03 0.74
H 3.06 -7.83 1.31
H 1.25 -6.32 2.09
H 3.67 -4.88 0.62
H 3.65 -5.42 2.29
H 4.20 -2.82 2.28
H 3.07 -1.64 1.89
H 3.59 -2.65 0.54
H 1.87 -5.35 -0.53
H 0.80 -4.60 0.44
C -5.86 1.98 -5.15
C -5.72 1.76 -3.61
C -6.55 2.69 -2.68
O -6.35 4.02 -3.04
C -7.43 4.88 -2.82
N -6.00 0.31 -3.39
H -5.47 2.95 -5.46
H -6.91 1.72 -5.33
H -5.28 1.17 -5.61
H -4.68 1.92 -3.33
H -6.42 2.55 -1.61
H -7.56 2.37 -2.94
H -7.92 4.60 -1.88
H -8.09 4.86 -3.69
H -7.18 5.94 -2.78
H -6.07 0.20 -2.39
H -5.14 -0.07 -3.77
C -10.94 -1.51 -0.72
C -9.51 -1.28 -0.99
C -8.69 -1.27 0.29
O -7.34 -0.91 0.09
C -6.63 -0.62 1.30
N -8.97 -2.34 -1.91
H -11.58 -1.48 -1.60
H -11.30 -0.65 -0.15
H -11.11 -2.37 -0.07
H -9.37 -0.30 -1.46
H -8.83 -2.29 0.64
H -9.23 -0.58 0.93
H -7.15 0.17 1.85
H -5.61 -0.29 1.09
H -6.52 -1.45 1.99
H -8.64 -3.11 -1.35
H -8.13 -1.95 -2.31
C -2.50 5.66 -6.56
C -1.05 5.57 -6.11
C -0.61 4.37 -5.24
O -1.35 4.11 -3.98
C -1.05 5.07 -3.01
N -0.25 5.55 -7.38
H -2.82 4.81 -7.15
H -2.63 6.61 -7.08
H -3.25 5.66 -5.77
H -0.80 6.48 -5.55
H 0.47 4.40 -5.06
H -0.71 3.58 -5.99
H -1.74 5.90 -3.13
H -0.02 5.42 -3.03
H -1.29 4.71 -2.01
H -0.70 4.77 -7.85
H 0.75 5.42 -7.40
C 1.17 0.54 -1.88
C -0.12 -0.30 -1.76
C -0.94 0.16 -0.52
O -0.19 0.25 0.70
C 0.30 1.47 1.22
N -0.82 -0.17 -3.01
H 1.63 0.43 -2.86
H 1.80 0.14 -1.09
H 1.03 1.61 -1.70
H 0.15 -1.36 -1.72
H -1.81 -0.50 -0.45
H -1.40 1.12 -0.73
H 0.86 1.25 2.13
H -0.54 2.08 1.57
H 1.03 1.93 0.56
H -0.68 0.76 -3.36
H -0.38 -0.74 -3.73
C 6.90 5.70 5.76
C 5.85 6.25 6.82
C 5.09 5.15 7.60
O 4.60 4.03 6.91
C 3.39 4.30 6.20
N 6.37 7.29 7.79
H 6.84 6.19 4.79
H 6.72 4.66 5.50
H 7.88 5.76 6.25
H 5.14 6.68 6.11
H 4.31 5.72 8.11
H 5.61 4.70 8.44
H 2.65 4.98 6.62
H 2.88 3.37 5.96
H 3.63 4.88 5.31
H 6.89 7.97 7.26
H 5.71 7.76 8.39
C 3.43 -9.84 -6.04
C 2.62 -8.72 -5.32
C 3.41 -7.30 -5.35
O 2.94 -6.27 -4.50
C 3.44 -4.99 -4.87
N 1.36 -8.57 -6.05
H 3.35 -9.84 -7.13
H 3.14 -10.84 -5.71
H 4.49 -9.71 -5.86
H 2.35 -9.02 -4.31
H 3.28 -6.91 -6.36
H 4.47 -7.51 -5.23
H 3.05 -4.75 -5.86
H 4.52 -4.93 -4.96
H 3.07 -4.14 -4.30
H 0.69 -7.89 -5.70
H 0.93 -9.47 -5.87
C 6.37 0.20 -1.57
C 7.78 -0.09 -1.03
C 7.93 -0.28 0.52
O 9.25 0.05 0.95
C 9.29 0.14 2.35
N 8.31 -1.18 -1.88
H 5.81 -0.73 -1.65
H 6.35 0.77 -2.50
H 5.80 0.94 -1.01
H 8.35 0.82 -1.20
H 7.66 -1.29 0.82
H 7.22 0.41 0.97
H 8.95 1.13 2.64
H 10.28 -0.05 2.76
H 8.66 -0.60 2.84
H 7.57 -1.86 -1.87
H 9.16 -1.47 -1.42
*
```

* SMILES: COC[C@H](C)N.COC[C@H](C)N.COC[C@H](C)N.COC[C@H](C)N.COC[C@H](C)N.COC[C@H](C)N.COC[C@H](C)N.COC[C@H](C)N.CCO.CCO.CCO
* HOMO-LUMO gap: 9.22 eV
* LUMO energy: 0.101 eV


Run ii
Computed, not measured: 11 unconnected molecules or ions with the total composition C38H106N8O11, with wB97M-V/def2-TZVPD.

The geometry in ORCA input format:
```
! RIJCOSX wB97M-V def2-TZVPD def2/J DEFGRID3
* xyz 0 1
C 4.08 -3.05 -1.49
C 3.16 -2.15 -0.68
C 3.65 -1.99 0.76
O 3.63 -3.28 1.32
C 4.37 -3.45 2.51
N 3.17 -0.82 -1.33
H 5.03 -2.57 -1.72
H 3.72 -3.45 -2.45
H 4.29 -3.99 -0.99
H 2.14 -2.54 -0.65
H 3.07 -1.34 1.42
H 4.65 -1.57 0.74
H 4.09 -2.66 3.20
H 5.40 -3.28 2.21
H 4.11 -4.44 2.90
H 2.59 -0.17 -0.83
H 2.63 -0.91 -2.18
C 4.08 1.96 2.18
C 2.74 2.05 2.85
C 1.91 3.32 2.43
O 0.61 3.20 3.03
C -0.23 4.31 2.75
N 2.11 0.82 2.76
H 4.03 2.37 1.17
H 4.47 0.95 2.31
H 4.75 2.58 2.77
H 2.99 2.25 3.89
H 1.68 3.28 1.37
H 2.55 4.17 2.70
H -1.21 4.21 3.23
H -0.46 4.46 1.70
H 0.18 5.25 3.11
H 1.26 1.04 3.27
H 2.46 0.06 3.33
C 0.17 4.24 -2.30
C 0.69 3.10 -3.15
C 1.08 3.46 -4.58
O 1.24 2.26 -5.38
C 1.57 2.52 -6.77
N 1.77 2.55 -2.39
H -0.28 3.80 -1.41
H -0.56 4.84 -2.85
H 0.96 4.94 -2.00
H -0.13 2.38 -3.14
H 1.98 4.07 -4.65
H 0.29 4.12 -4.94
H 0.76 2.99 -7.33
H 1.81 1.60 -7.30
H 2.49 3.08 -6.91
H 2.02 1.62 -2.70
H 1.56 2.50 -1.40
C 0.48 -5.05 -1.07
C 0.21 -4.74 0.42
C -1.05 -5.51 0.97
O -1.18 -5.24 2.31
C -2.35 -5.72 2.92
N 1.46 -5.14 1.10
H -0.35 -4.79 -1.73
H 0.76 -6.10 -1.14
H 1.38 -4.66 -1.53
H -0.01 -3.70 0.63
H -0.93 -6.58 0.79
H -1.97 -5.21 0.46
H -3.25 -5.23 2.56
H -2.31 -5.49 3.98
H -2.43 -6.79 2.71
H 1.31 -5.20 2.10
H 2.18 -4.43 1.05
C -1.84 -2.01 -1.17
C -3.22 -2.67 -0.87
C -3.83 -2.30 0.49
O -5.07 -2.93 0.70
C -5.57 -2.77 2.00
N -4.16 -2.28 -1.92
H -1.14 -2.30 -0.38
H -1.87 -0.92 -1.17
H -1.39 -2.39 -2.09
H -3.00 -3.74 -0.90
H -3.97 -1.23 0.63
H -3.04 -2.56 1.20
H -6.56 -3.23 1.98
H -5.73 -1.71 2.21
H -4.86 -3.20 2.70
H -5.03 -2.36 -1.43
H -4.07 -1.28 -2.06
C 0.01 -2.08 3.43
C 1.18 -2.91 3.94
C 2.09 -2.35 5.11
O 2.58 -1.02 4.81
C 3.09 -0.35 5.97
N 0.49 -4.09 4.37
H -0.62 -2.52 2.66
H 0.48 -1.19 3.02
H -0.60 -1.68 4.24
H 1.83 -3.14 3.10
H 2.93 -3.02 5.27
H 1.59 -2.31 6.08
H 3.41 0.64 5.67
H 3.99 -0.77 6.43
H 2.32 -0.19 6.72
H 1.22 -4.78 4.38
H -0.10 -4.32 3.59
C 0.63 -1.88 -4.08
C 1.96 -1.48 -4.71
C 1.97 -1.58 -6.25
O 3.25 -1.59 -6.89
C 3.22 -1.84 -8.30
N 2.26 -0.14 -4.28
H -0.21 -1.32 -4.47
H 0.63 -1.72 -3.00
H 0.37 -2.94 -4.17
H 2.71 -2.18 -4.34
H 1.44 -0.72 -6.64
H 1.37 -2.43 -6.58
H 4.27 -1.85 -8.61
H 2.65 -1.08 -8.83
H 2.75 -2.78 -8.57
H 3.19 0.08 -4.58
H 1.71 0.57 -4.74
C -2.72 8.25 0.00
C -2.20 6.87 0.30
C -3.32 5.92 0.61
O -2.70 4.64 0.94
C -3.72 3.67 1.17
N -1.48 6.42 -0.86
H -1.93 9.00 -0.06
H -3.33 8.54 0.85
H -3.32 8.37 -0.90
H -1.52 6.95 1.14
H -4.00 5.80 -0.24
H -3.96 6.19 1.45
H -4.10 3.30 0.21
H -4.54 4.07 1.77
H -3.28 2.79 1.64
H -1.19 5.48 -0.62
H -0.63 6.96 -0.94
C -1.95 0.83 4.61
C -3.23 0.04 4.23
O -3.64 0.44 2.94
H -2.17 1.86 4.87
H -1.22 0.84 3.81
H -1.48 0.44 5.51
H -4.07 0.15 4.93
H -3.02 -1.03 4.20
H -4.09 1.25 3.18
C -3.39 2.82 -2.82
C -3.05 1.59 -2.03
O -3.75 0.51 -2.59
H -2.75 3.01 -3.68
H -3.53 3.71 -2.21
H -4.39 2.66 -3.22
H -3.27 1.68 -0.96
H -1.99 1.38 -2.06
H -3.34 0.42 -3.45
C -0.82 1.01 0.73
C 0.26 0.23 -0.04
O 1.51 0.81 0.09
H -1.13 1.91 0.20
H -0.64 1.38 1.74
H -1.71 0.37 0.65
H 0.09 0.08 -1.11
H 0.22 -0.76 0.39
H 1.69 0.85 1.03
*
```

* SMILES: COC[C@H](C)N.COC[C@H](C)N.COC[C@H](C)N.COC[C@H](C)N.COC[C@H](C)N.COC[C@H](C)N.COC[C@H](C)N.COC[C@H](C)N.CCO.CCO.CCO
* HOMO-LUMO gap: 8.81 eV
* LUMO energy: 0.493 eV


Relative to the most stable structure, the computed energies are run i 4.703; run ii 0.000, all in eV.


Run i
Computed, not measured: a molecular structure, C10H17NO3, with wB97M-V/def2-TZVPD.

The geometry in ORCA input format:
```
! RIJCOSX wB97M-V def2-TZVPD def2/J DEFGRID3
* xyz 0 1
O 3.66 2.19 -0.52
H 4.51 1.82 -1.09
C 2.96 1.22 -0.18
C 3.63 0.15 0.76
H 4.39 -0.50 0.06
O 2.72 -0.84 1.51
C 2.24 -1.98 0.85
C 1.17 -1.54 -0.29
C 0.22 -1.26 -0.99
C -0.87 -0.95 -1.67
N -1.98 -0.02 -0.87
C -2.61 -0.95 0.05
C -3.64 -0.47 0.69
O -3.21 1.03 1.38
C -2.65 1.73 0.22
C -1.53 1.00 -0.18
H -1.01 1.49 -1.05
H -0.71 0.80 0.53
H -2.21 2.77 0.77
H -3.41 2.03 -0.31
H -4.13 -0.86 1.54
H -4.56 -0.01 0.19
H -2.88 -1.86 -0.23
H -1.82 -1.25 1.11
H -0.60 -0.07 -2.72
H -1.28 -1.78 -2.11
H 2.04 -2.79 1.42
H 3.19 -2.09 0.04
H 3.97 0.75 1.68
H 2.02 1.55 0.48
H 2.39 0.68 -1.04
*
```

* HOMO-LUMO gap: 9.57 eV
* LUMO energy: 0.505 eV


Run ii
Computed, not measured: C10H17NO3 in the gas phase, with wB97M-V/def2-TZVPD.

The geometry in ORCA input format:
```
! RIJCOSX wB97M-V def2-TZVPD def2/J DEFGRID3
* xyz 0 1
C 1.26 0.97 -1.99
C -1.05 -0.72 -0.38
C -0.14 1.62 -1.90
C -0.50 1.66 -0.35
C -0.26 0.33 0.30
C 0.31 2.75 0.43
C 1.70 -0.24 1.67
C -0.97 -4.22 -0.18
C 0.11 -0.03 1.66
C -1.70 -2.91 -0.45
N 1.44 -0.05 -1.39
O 2.02 -1.10 -1.29
O -1.68 -0.54 -1.42
O -0.97 -1.93 0.25
H 2.03 1.38 -2.67
H -0.34 2.55 -2.37
H -0.95 0.91 -2.21
H -1.55 1.99 -0.38
H 1.36 2.52 0.64
H -0.03 2.99 1.45
H 0.18 3.62 -0.14
H 2.05 -1.03 0.92
H 2.11 -0.53 2.59
H 2.21 0.76 1.49
H -0.17 -3.99 0.55
H -1.63 -5.08 0.04
H -0.29 -4.52 -1.00
H -0.21 0.77 2.34
H -0.30 -0.95 2.11
H -2.81 -2.91 -0.12
H -1.68 -2.74 -1.56
*
```

* HOMO-LUMO gap (alpha / beta): 8.09 / 8.05 eV
* LUMO energy (alpha / beta): -0.505 / -0.075 eV


Relative to the most stable structure, the computed energies are run i 7.513; run ii 0.000, all in eV.


Run i
Computed, not measured: 2 unconnected molecules or ions with the total composition C4H10N3S, with wB97M-V/def2-TZVPD.

The geometry in ORCA input format:
```
! RIJCOSX wB97M-V def2-TZVPD def2/J DEFGRID3
* xyz 1 1
C 1.06 1.17 0.20
C 0.16 2.21 -0.24
C -0.98 -0.15 0.05
C 1.03 -1.47 -0.11
N -2.75 -1.57 0.22
N -1.68 -1.20 -0.26
N 0.41 -0.19 -0.38
S -1.56 1.55 0.10
H 2.08 1.26 -0.26
H 0.96 1.21 1.37
H 0.43 3.15 0.22
H 0.07 2.32 -1.37
H -0.25 -0.52 2.14
H 1.02 -1.83 0.98
H 0.56 -2.30 -0.66
H 2.11 -1.36 -0.30
H -3.13 -2.37 -0.33
H 0.46 0.08 -1.37
*
```

* HOMO-LUMO gap (alpha / beta): 7.38 / 8.19 eV
* LUMO energy (alpha / beta): -5.042 / -5.192 eV


Run ii
Computed, not measured: 2 unconnected molecules or ions with the total composition C4H10N3S, with wB97M-V/def2-TZVPD.

The geometry in ORCA input format:
```
! RIJCOSX wB97M-V def2-TZVPD def2/J DEFGRID3
* xyz 1 1
C 4.13 -0.64 -0.20
C -1.24 -0.52 -0.08
C -2.67 -0.57 0.30
C -0.94 1.82 0.23
N 3.20 0.17 -0.01
N 2.25 0.81 0.01
N -0.50 0.53 -0.14
S -0.38 -2.07 -0.43
H 4.37 -1.42 0.62
H 4.83 -0.18 -0.84
H -3.32 -0.02 -0.36
H -2.57 -0.27 1.37
H -2.94 -1.64 0.30
H -0.12 2.45 0.34
H -1.33 2.12 -0.72
H -1.80 1.63 0.88
H 0.53 0.41 -0.36
H -1.49 -2.61 -0.92
*
```

* HOMO-LUMO gap: 8.68 eV
* LUMO energy: -3.823 eV


Relative to the most stable structure, the computed energies are run i 3.481; run ii 0.000, all in eV.